1.
# C26H43CeF3O2P2

A molecular structure, C26H43CeF3O2P2 in a non-equilibrium geometry (ωB97M-V with the def2-TZVPD basis set, the OMol25 dataset).

Output
- max |F| (eV/Å) = 3.41
- HOMO level (alpha / beta) (Eh) = -0.527 / -0.527
- frontier orbital gap (alpha / beta) (eV) = 6.65 / 6.65
- total charge = +2

Last column: Löwdin charge in e.
Atoms and positions in Å:
Ce 0.3501 1.3642 0.0110  1.0599
C 0.6859 2.6785 -2.2714  -0.2713
C -0.7098 2.3309 -2.1448  -0.3115
C -0.2484 4.0603 -0.6538  -0.2277
C 0.9463 3.7710 -1.3738  -0.2260
C -1.2764 3.1727 -1.1189  -0.2758
C 1.7025 2.0569 -3.1707  0.0003
H 1.2187 1.5129 -3.9932  0.0968
H 2.3515 1.3411 -2.6313  0.0887
H 2.3670 2.8208 -3.6003  0.1049
C 2.2074 4.5428 -1.2502  0.0148
H 2.9130 4.2594 -2.0382  0.0910
H 2.7033 4.3697 -0.2823  0.0949
H 2.0052 5.6224 -1.3303  0.1119
C -0.4143 5.1849 0.2996  0.0163
H -0.2308 6.1424 -0.2145  0.1172
H 0.2920 5.1303 1.1402  0.0824
H -1.4301 5.1943 0.7076  0.0961
C -2.6842 3.1904 -0.6318  -0.0167
H -3.1431 4.1701 -0.8373  0.1141
H -2.7625 3.0259 0.4575  0.0784
H -3.2800 2.4230 -1.1407  0.0892
C -1.4701 1.3114 -2.9239  -0.0196
H -2.2055 1.7981 -3.5822  0.1181
H -2.0366 0.6255 -2.2697  0.0848
H -0.8052 0.7144 -3.5581  0.0861
C 1.3355 -4.1805 0.4305  -0.1370
C 1.2806 -4.0673 -0.9085  -0.1658
C 0.2456 -4.6910 -1.7892  -0.1686
C -1.2271 -4.5439 -1.3154  -0.1570
C -1.5133 -3.3003 -0.5221  -0.1203
C -1.5709 -3.3571 0.8235  -0.1525
C -0.9096 -4.3797 1.6998  -0.1519
C 0.4100 -5.0522 1.2040  -0.1534
H 0.4592 -5.7674 -1.9345  0.1373
H -1.4997 -5.4462 -0.7386  0.1207
H 0.3233 -4.2350 -2.7870  0.1143
H 0.1568 -5.9818 0.6679  0.1241
H 2.1826 -3.7748 0.9980  0.1065
H 2.1244 -3.6446 -1.4501  0.0945
H 0.9409 -5.3764 2.1126  0.1260
H -0.6870 -3.9005 2.6696  0.1132
H -2.2742 -2.7272 1.3676  0.0735
H -1.6336 -5.1910 1.9142  0.1385
H -1.8737 -4.5674 -2.2109  0.1287
H -1.8560 -2.4329 -1.1074  0.1015
P 1.8401 -0.8338 -0.1318  0.8761
P -1.8059 0.2284 1.3741  0.8423
C 0.7553 -1.4674 1.2494  -0.3556
C -0.3486 -0.7689 2.0950  -0.3251
H 1.4524 -1.9316 1.9614  0.1116
H 0.2856 -2.2928 0.7124  0.0136
H -0.8821 -1.5703 2.6227  0.0879
H 0.1102 -0.1343 2.8728  0.1003
C -2.3603 1.0660 2.8808  -0.2170
H -3.1206 1.8050 2.5973  0.0651
H -1.5264 1.5860 3.3667  0.0545
H -2.8038 0.3237 3.5553  0.0751
C -3.3056 -0.6695 0.9379  -0.2356
H -3.7060 -1.1751 1.8272  0.0750
H -3.1167 -1.3869 0.1294  0.0258
H -4.0348 0.0710 0.5751  0.0741
C 3.4266 -1.6398 -0.2033  -0.1987
H 4.0161 -1.1046 -0.9693  0.0799
H 3.3891 -2.7025 -0.4574  0.0396
H 3.9101 -1.5121 0.7794  0.0861
C 0.7869 -1.1873 -1.6163  -0.2088
H -0.1772 -0.6446 -1.6591  0.0288
H 0.5149 -2.2478 -1.6073  0.0190
H 1.3386 -0.9877 -2.5471  0.0866
F 1.6281 3.4226 4.3579  0.1720
C 2.2348 3.6341 3.1698  -0.4862
F 1.9845 4.9226 2.7855  0.1486
F 3.5594 3.4746 3.3215  0.1815
C 1.6664 2.7194 2.0587  -0.4860
O 0.4092 2.5726 2.0749  -0.0781
O 2.4199 2.2338 1.1639  -0.0217



2.
# C26H43Cl2DyOP

A molecular structure, C26H43Cl2DyOP in a non-equilibrium geometry (ωB97M-V with the def2-TZVPD basis set, the OMol25 dataset).

Output
- multiplicity = 6
- max |F| (eV/Å) = 3.69
- HOMO level (alpha / beta) (Eh) = -0.067 / -0.066
- frontier orbital gap (alpha / beta) (eV) = 3.54 / 3.54
- expectation value of S² = 9.34
- total charge = -1

Last column: Mulliken spin population.
Atoms and positions in Å:
P -0.1702 1.0193 -0.6870  -0.0006
C -1.8365 0.4260 -1.2316  -0.0007
C -2.4285 1.1090 -2.4727  -0.0001
C -3.8735 0.6270 -2.7066  0.0000
C -3.9724 -0.9061 -2.7975  0.0000
C -3.3261 -1.6053 -1.5867  -0.0002
C -1.8962 -1.1119 -1.3333  0.0012
C 1.2740 0.3319 -1.6166  0.0006
C 1.2610 0.5591 -3.1317  0.0002
C 2.6007 0.0956 -3.7312  -0.0001
C 2.9276 -1.3671 -3.3763  0.0000
C 2.8162 -1.6642 -1.8678  -0.0001
C 1.5055 -1.1517 -1.2620  -0.0047
C -0.0853 2.8544 -0.6695  0.0006
C -1.2282 3.4180 0.2098  0.0001
C -1.1746 4.9486 0.3645  0.0002
C 0.2058 5.4550 0.8134  -0.0001
C 1.3676 4.8718 -0.0049  0.0003
C 1.2890 3.3431 -0.1533  -0.0004
H -2.4686 0.7057 -0.3558  -0.0001
H -1.8019 0.8808 -3.3489  0.0001
H -2.4412 2.2015 -2.3422  0.0000
H -4.2784 1.1050 -3.6113  0.0000
H -4.4839 0.9671 -1.8545  0.0000
H -5.0282 -1.1943 -2.8576  0.0000
H -3.4936 -1.2551 -3.7258  0.0000
H -3.9303 -1.3950 -0.6915  0.0000
H -3.3247 -2.6958 -1.7281  0.0000
H -1.5113 -1.5543 -0.4043  -0.0012
H -1.2505 -1.4431 -2.1576  0.0002
H 2.1437 0.8813 -1.1961  0.0000
H 3.3937 0.7405 -3.3215  0.0000
H 1.1138 1.6249 -3.3597  0.0000
H 0.4256 -0.0014 -3.5826  0.0000
H 2.5844 0.2411 -4.8210  0.0000
H 3.9486 -1.5923 -3.7066  0.0000
H 2.2613 -2.0417 -3.9364  0.0000
H 2.9174 -2.7446 -1.6861  -0.0002
H 3.6546 -1.1722 -1.3512  0.0001
H 1.5185 -1.2642 -0.1700  0.0040
H 0.6688 -1.7514 -1.6378  -0.0001
H -0.2218 3.1060 -1.7434  -0.0002
H -2.2185 3.1341 -0.1834  -0.0002
H -1.1454 2.9611 1.2104  0.0000
H -1.4490 5.4159 -0.5928  0.0000
H -1.9275 5.2532 1.1049  -0.0001
H 0.3525 5.2004 1.8735  0.0000
H 0.2270 6.5488 0.7536  0.0000
H 2.3158 5.1333 0.4836  0.0000
H 1.3782 5.3267 -1.0057  0.0000
H 2.1055 3.0093 -0.8126  -0.0002
H 1.4729 2.8753 0.8276  -0.0008
Dy 0.7625 -0.3706 4.0259  5.0258
Cl 2.5053 0.6970 2.5728  0.0015
Cl -1.2480 1.0220 3.6393  -0.0008
C -0.2082 -1.9773 2.7426  -0.0183
H -1.2067 -1.7841 2.3131  -0.0110
C 0.4442 -3.1599 2.3206  -0.0248
C 1.9013 -3.1906 2.2732  -0.0157
C 2.5855 -4.3943 2.1427  0.0016
C 1.8908 -5.5976 1.9855  -0.0065
C 0.4818 -5.5904 1.9065  0.0027
C -0.2250 -4.3976 2.0095  -0.0044
H 2.4452 -2.2391 2.3583  0.0112
H 3.6805 -4.3931 2.1675  0.0002
H -0.0501 -6.5292 1.7645  0.0003
H -1.3176 -4.3834 1.9377  0.0000
H 2.4353 -6.5434 1.9210  -0.0009
C -0.6023 -1.1328 6.4165  0.0061
O 0.6408 -0.4112 6.2522  0.0382
H -0.5733 -2.0212 5.7569  0.0021
H -1.4321 -0.4905 6.1063  0.0006
H -0.7080 -1.4391 7.4555  -0.0008
H 1.0343 -0.1329 7.1039  -0.0049